The following is a quantum chemistry calculation of a molecular structure, C55H61N3O5P2RbSTe2, from OMol25.

## Properties
- E_tot (Ha) = -4314.009514
- gap between HOMO and LUMO (eV) = 6.0
- E_LUMO (eV) = 3.5153

Structure (ORCA input):
```
! RIJCOSX wB97M-V def2-TZVPD def2/J DEFGRID3
* xyz -2 2
Rb 0.47 -0.61 -0.15
Te 1.70 1.26 -5.85
C 2.82 3.01 -6.26
C 2.65 3.73 -7.44
C 3.41 4.87 -7.65
N 4.31 5.34 -6.79
C 4.46 4.64 -5.67
C 3.76 3.49 -5.35
C 2.09 1.16 -3.82
P 2.57 -0.37 -3.12
C 4.37 -0.62 -3.41
C 5.05 -0.06 -4.49
C 6.41 -0.27 -4.65
C 7.11 -1.03 -3.72
C 6.45 -1.58 -2.64
C 5.08 -1.37 -2.48
C 1.88 -1.71 -4.17
C 2.61 -2.78 -4.68
C 1.99 -3.77 -5.43
C 0.62 -3.71 -5.67
C -0.12 -2.65 -5.16
C 0.50 -1.67 -4.41
P 0.78 1.85 -2.75
C 0.30 3.40 -3.59
C -0.91 3.43 -4.29
C -1.29 4.56 -5.00
C -0.47 5.67 -5.03
C 0.73 5.66 -4.33
C 1.11 4.54 -3.62
C 1.73 2.61 -1.36
C 3.11 2.51 -1.22
C 3.77 3.08 -0.14
C 3.05 3.79 0.81
C 1.67 3.91 0.68
C 1.02 3.30 -0.38
H 1.93 3.42 -8.19
H 3.28 5.44 -8.56
H 5.20 5.03 -4.96
H 3.90 2.98 -4.41
H 4.50 0.54 -5.21
H 6.93 0.17 -5.49
H 8.18 -1.18 -3.84
H 6.99 -2.16 -1.90
H 4.57 -1.78 -1.62
H 3.67 -2.84 -4.50
H 2.58 -4.59 -5.82
H 0.14 -4.49 -6.26
H -1.19 -2.60 -5.33
H -0.09 -0.86 -4.01
H -1.55 2.56 -4.27
H -2.23 4.56 -5.54
H -0.77 6.55 -5.60
H 1.38 6.53 -4.36
H 2.05 4.53 -3.09
H 3.67 1.99 -1.99
H 4.84 2.96 -0.04
H 3.56 4.23 1.66
H 1.10 4.46 1.42
H -0.06 3.36 -0.45
S 4.19 -0.10 3.57
C 4.18 -1.78 3.16
C 5.34 -2.56 3.36
C 5.35 -3.89 3.03
C 4.21 -4.47 2.48
C 3.11 -3.65 2.31
N 3.08 -2.36 2.63
H 6.21 -2.08 3.79
H 6.25 -4.48 3.19
H 4.16 -5.51 2.19
H 2.19 -4.05 1.88
O -0.09 1.64 2.08
H 0.03 0.80 2.55
H 0.80 2.01 2.05
O -2.82 -1.75 -2.16
H -3.07 -2.28 -1.38
H -1.92 -2.07 -2.30
O -0.27 -3.07 -1.72
H -0.14 -3.67 -2.47
H -0.95 -3.51 -1.13
O 1.07 -0.56 3.39
H 1.52 -1.35 3.03
H 1.88 -0.07 3.65
C -2.91 -4.36 2.00
C -2.27 -3.55 0.88
O -2.21 -4.10 -0.27
N -1.84 -2.35 1.09
Te -2.11 -1.08 3.08
C -2.58 -0.45 5.12
C -3.31 0.70 5.41
C -3.75 1.66 4.34
C -3.64 1.00 6.73
C -3.23 0.20 7.78
C -3.62 0.52 9.20
C -2.45 -0.91 7.49
C -2.11 -1.24 6.18
C -1.24 -2.44 5.94
C -4.16 -0.88 2.54
C -4.48 -0.08 1.43
C -3.43 0.58 0.58
C -5.82 0.12 1.11
C -6.84 -0.45 1.85
C -8.28 -0.23 1.48
C -6.50 -1.25 2.92
C -5.17 -1.48 3.28
C -4.93 -2.38 4.46
H -2.90 -5.42 1.71
H -3.95 -4.05 2.12
H -2.41 -4.22 2.95
H -4.71 1.37 3.90
H -3.02 1.72 3.54
H -3.87 2.66 4.77
H -4.21 1.90 6.94
H -3.92 1.56 9.30
H -2.78 0.34 9.89
H -4.45 -0.11 9.54
H -2.08 -1.53 8.30
H -0.85 -2.83 6.88
H -0.39 -2.19 5.31
H -1.79 -3.24 5.44
H -2.87 -0.17 0.03
H -2.73 1.15 1.18
H -3.90 1.24 -0.15
H -6.06 0.74 0.25
H -8.38 0.55 0.72
H -8.88 0.06 2.34
H -8.73 -1.14 1.07
H -7.28 -1.73 3.51
H -5.64 -3.21 4.45
H -5.04 -1.84 5.40
H -3.92 -2.80 4.45
*
```

---

The following is a quantum chemistry calculation of a molecular structure, C55H63N6O5PSV in a non-equilibrium geometry, from OMol25.

## Properties
- E_tot (Ha) = -4522.048999
- gap between HOMO and LUMO (spin up / spin down) (eV) = 6.3 / 7.9
- E_LUMO (spin up / spin down) (eV) = 0.0800 / 0.0456

Structure (ORCA input):
```
! RIJCOSX wB97M-V def2-TZVPD def2/J DEFGRID3
* xyz 0 4
V 0.27 -0.75 -0.49
C 5.53 -1.40 3.36
C 4.82 -2.20 2.28
C 5.45 -3.58 2.10
O 3.45 -2.33 2.62
C 2.62 -1.73 1.62
C 3.62 -0.81 0.90
O 4.85 -1.51 1.05
C 3.40 -0.49 -0.60
O 2.13 0.04 -0.77
C 4.46 0.59 -0.92
C 5.75 0.25 -1.31
C 6.69 1.24 -1.54
C 6.36 2.58 -1.38
C 5.08 2.92 -0.97
C 4.14 1.93 -0.74
C 3.55 -1.66 -1.57
C 3.76 -2.99 -1.23
C 3.80 -3.99 -2.19
C 3.61 -3.68 -3.53
C 3.40 -2.36 -3.89
C 3.38 -1.37 -2.93
C 1.39 -1.11 2.35
O 0.41 -0.69 1.47
C 1.86 0.07 3.20
C 1.63 1.37 2.76
C 2.08 2.47 3.48
C 2.78 2.28 4.66
C 3.01 1.00 5.12
C 2.56 -0.10 4.40
C 0.75 -2.21 3.22
C 0.77 -3.55 2.84
C 0.09 -4.52 3.57
C -0.63 -4.17 4.70
C -0.66 -2.84 5.09
C 0.02 -1.87 4.36
H 5.40 -1.88 4.33
H 5.11 -0.40 3.40
H 6.59 -1.34 3.13
H 5.51 -4.08 3.06
H 6.45 -3.48 1.68
H 4.84 -4.19 1.43
H 2.25 -2.48 0.91
H 3.68 0.15 1.42
H 6.01 -0.79 -1.44
H 7.69 0.97 -1.85
H 7.10 3.35 -1.56
H 4.82 3.96 -0.82
H 3.14 2.18 -0.38
H 3.92 -3.26 -0.19
H 3.97 -5.02 -1.89
H 3.63 -4.46 -4.28
H 3.25 -2.10 -4.93
H 3.20 -0.34 -3.22
H 1.09 1.49 1.83
H 1.89 3.47 3.11
H 3.13 3.14 5.23
H 3.55 0.84 6.05
H 2.74 -1.10 4.77
H 1.34 -3.87 1.97
H 0.13 -5.55 3.25
H -1.16 -4.92 5.27
H -1.22 -2.54 5.97
H -0.01 -0.84 4.68
N 1.66 -6.80 -2.22
C 0.99 -6.01 -1.72
C 0.15 -5.04 -1.08
C -0.80 -5.44 -0.13
C -1.61 -4.49 0.46
C -1.43 -3.16 0.10
N -0.51 -2.78 -0.80
C 0.24 -3.69 -1.40
H -0.88 -6.49 0.13
H -2.34 -4.76 1.20
H -2.00 -2.36 0.56
H 0.95 -3.33 -2.15
S -0.04 -0.63 -3.25
C 0.28 1.02 -3.47
N -0.36 1.69 -4.46
C -0.03 3.05 -4.87
C 1.39 3.37 -4.45
C 1.54 3.06 -2.97
N 1.15 1.68 -2.71
H -0.97 1.12 -5.02
H -0.72 3.76 -4.40
H -0.16 3.12 -5.95
H 1.62 4.42 -4.65
H 2.09 2.75 -5.02
H 0.91 3.74 -2.38
H 2.56 3.18 -2.64
H 1.68 1.10 -2.02
C -3.67 -1.37 -1.82
N -3.79 0.01 -1.36
C -5.07 0.67 -1.50
C -4.87 2.07 -2.03
C -3.97 2.81 -1.06
N -2.77 2.03 -0.78
C -1.65 2.76 -0.24
C -2.68 0.67 -0.94
O -1.59 0.10 -0.80
H -4.09 -1.45 -2.82
H -4.21 -2.05 -1.15
H -2.62 -1.64 -1.86
H -5.59 0.71 -0.53
H -5.69 0.07 -2.17
H -5.82 2.60 -2.12
H -4.40 2.03 -3.01
H -4.51 3.01 -0.13
H -3.65 3.77 -1.46
H -1.26 3.47 -0.98
H -0.85 2.07 0.04
H -1.95 3.33 0.65
C -1.95 1.26 3.33
P -2.84 -0.11 2.50
C -4.48 0.71 2.24
C -3.37 -1.17 3.90
C -3.39 -0.76 5.24
C -3.83 -1.62 6.24
C -4.27 -2.89 5.92
C -4.26 -3.31 4.60
C -3.81 -2.46 3.60
H -1.12 0.86 3.91
H -2.59 1.86 3.97
H -1.51 1.89 2.56
H -4.92 1.06 3.18
H -5.17 0.00 1.78
H -4.36 1.56 1.57
H -3.04 0.23 5.50
H -3.83 -1.28 7.27
H -4.61 -3.56 6.70
H -4.59 -4.31 4.35
H -3.79 -2.80 2.57
*
```

---

The following is a quantum chemistry calculation of a molecular structure, C55H68Ge2N4OS2SbSi2Ti in a non-equilibrium geometry, from OMol25.

## Properties
- E_tot (Ha) = -9049.883096
- gap between HOMO and LUMO (spin up / spin down) (eV) = 5.4 / 5.4
- E_LUMO (spin up / spin down) (eV) = 3.7184 / 3.7175

Structure (ORCA input):
```
! RIJCOSX wB97M-V def2-TZVPD def2/J DEFGRID3
* xyz -2 2
Ti -0.70 0.18 -0.95
S 1.29 1.57 -0.90
C 1.41 1.87 0.83
C 2.05 3.08 1.20
N 2.57 4.08 1.45
C 0.95 0.97 1.76
S 0.33 -0.60 1.28
C 0.98 1.23 3.15
N 0.95 1.40 4.29
C 0.03 -3.66 -0.98
Si 0.48 -1.97 -1.84
C 2.40 -1.90 -2.00
C 0.11 -2.31 -3.69
C 0.41 -3.53 -4.30
C 0.28 -3.70 -5.67
C -0.14 -2.64 -6.46
C -0.45 -1.42 -5.86
C -0.34 -1.24 -4.48
Si -0.76 0.44 -3.63
C -2.39 0.92 -4.57
C 0.59 1.60 -4.39
H 0.90 -4.31 -0.85
H -0.71 -4.20 -1.57
H -0.39 -3.47 0.01
H 2.76 -2.65 -2.71
H 2.93 -2.04 -1.06
H 2.68 -0.91 -2.38
H 0.75 -4.36 -3.69
H 0.52 -4.66 -6.13
H -0.23 -2.76 -7.53
H -0.77 -0.60 -6.49
H -2.24 1.79 -5.20
H -3.20 1.15 -3.87
H -2.73 0.09 -5.20
H 0.14 2.37 -5.02
H 1.28 1.01 -5.00
H 1.17 2.10 -3.62
C -6.04 3.06 -2.32
Ge -4.69 1.93 -1.32
C -5.74 1.63 0.38
C -5.03 0.15 -2.21
Ge -2.19 2.39 -0.91
C -1.85 3.66 -2.46
C -0.57 4.21 -2.60
C -0.27 5.09 -3.62
C -1.23 5.46 -4.54
C -2.52 4.95 -4.42
C -2.81 4.06 -3.39
C -2.40 4.03 0.27
C -1.26 4.58 0.85
C -1.28 5.82 1.47
C -2.47 6.54 1.54
C -3.62 6.00 1.00
C -3.58 4.77 0.37
H -7.05 2.75 -2.05
H -5.92 2.94 -3.40
H -5.94 4.13 -2.09
H -6.80 1.85 0.22
H -5.39 2.25 1.21
H -5.65 0.58 0.66
H -5.85 -0.38 -1.70
H -4.14 -0.47 -2.16
H -5.31 0.27 -3.25
H 0.20 3.94 -1.89
H 0.74 5.49 -3.71
H -0.99 6.13 -5.36
H -3.29 5.24 -5.12
H -3.82 3.67 -3.31
H -0.32 4.04 0.82
H -0.37 6.23 1.90
H -2.49 7.52 2.02
H -4.56 6.55 1.06
H -4.49 4.37 -0.07
C -3.38 -3.33 1.70
N -3.45 -2.46 0.53
C -3.23 -3.14 -0.74
C -3.01 -1.16 0.64
O -2.31 -0.67 -0.26
N -3.45 -0.47 1.72
C -2.92 0.83 2.09
C -4.64 -0.84 2.46
H -2.58 -4.07 1.56
H -4.32 -3.86 1.84
H -3.15 -2.76 2.59
H -4.18 -3.55 -1.11
H -2.52 -3.95 -0.62
H -2.84 -2.44 -1.48
H -2.05 1.07 1.49
H -2.60 0.81 3.14
H -3.67 1.61 1.95
H -5.18 -1.64 1.96
H -5.29 0.03 2.53
H -4.40 -1.15 3.48
C -0.23 -3.69 3.48
C 0.83 -3.14 4.40
C 0.57 -2.98 5.75
C 1.51 -2.41 6.60
C 2.72 -1.98 6.10
C 3.00 -2.15 4.75
C 2.08 -2.74 3.89
Sb 2.50 -2.99 1.78
C 4.25 -1.68 1.74
C 3.97 -0.50 1.03
C 4.92 0.48 0.84
C 6.19 0.31 1.36
C 6.49 -0.84 2.08
C 5.54 -1.84 2.28
C 5.98 -3.05 3.08
C 3.42 -4.97 2.06
C 2.91 -5.81 3.05
C 3.15 -7.18 3.06
C 3.93 -7.74 2.06
C 4.44 -6.93 1.06
C 4.19 -5.56 1.04
C 4.74 -4.73 -0.10
H -1.11 -4.02 4.05
H 0.14 -4.53 2.90
H -0.53 -2.90 2.78
H -0.38 -3.30 6.16
H 1.29 -2.29 7.66
H 3.45 -1.50 6.74
H 3.94 -1.79 4.35
H 2.98 -0.36 0.62
H 4.66 1.37 0.28
H 6.95 1.06 1.21
H 7.48 -0.97 2.50
H 6.27 -2.74 4.09
H 6.85 -3.52 2.62
H 5.19 -3.78 3.16
H 2.31 -5.38 3.85
H 2.73 -7.80 3.84
H 4.12 -8.81 2.04
H 5.04 -7.37 0.27
H 3.99 -4.64 -0.89
H 4.99 -3.72 0.23
H 5.63 -5.20 -0.52
*
```